C46H67F6Ge2N5O7PRbS3 as an isolated structure, computed with ωB97M-V with the def2-TZVPD basis set.

```
138
Properties=species:S:1:pos:R:3:forces:R:3:lowdin_charge:R:1
Rb 0.149619 1.058364 -0.132264 -0.583 -0.083 0.532 0.6903
C -2.642737 -1.378655 2.920353 0.091 -0.057 -0.010 -0.1543
C -2.215496 -1.424270 1.454984 0.014 0.016 -0.153 -0.3401
Ge -0.885909 -2.846981 1.095087 -0.074 -0.008 0.040 0.8821
C -1.959126 -4.340290 0.324505 0.023 0.057 0.025 -0.3242
C -3.206573 -4.640446 1.157309 0.022 -0.034 -0.003 -0.1864
C -0.226798 -3.578151 2.778860 0.063 -0.020 0.047 -0.2446
C 0.510005 -2.911327 3.684107 0.141 0.035 -0.109 -0.3654
Ge 1.191682 -1.057462 3.050032 -0.021 0.075 -0.008 0.9226
C 3.121555 -1.453409 2.484780 -0.013 -0.029 0.033 -0.4156
C 4.177687 -2.082150 3.394401 -0.026 -0.018 -0.017 -0.2023
C 1.467591 0.058651 4.730678 0.039 -0.067 0.044 -0.4126
C 1.853507 -0.559107 6.076190 -0.007 0.026 0.006 -0.2012
C 0.654142 -3.558809 5.009809 -0.030 -0.032 0.111 -0.2543
C 1.886071 -3.826962 5.614041 -0.014 -0.019 -0.026 -0.0545
C 1.962268 -4.456419 6.845865 -0.038 0.004 0.014 -0.1028
C 0.805912 -4.811977 7.532662 0.057 0.013 -0.012 -0.1282
C -0.426278 -4.530631 6.962304 -0.044 0.028 -0.049 -0.1083
C -0.499525 -3.917770 5.717384 0.044 -0.017 0.047 -0.0495
H -3.429104 -0.641933 3.093111 -0.025 0.037 -0.025 0.0458
H -1.789264 -1.111156 3.547010 -0.021 -0.006 0.007 0.0494
H -3.005613 -2.353496 3.262828 -0.007 0.019 0.000 0.0577
H -1.828507 -0.455258 1.143059 -0.010 0.006 0.103 0.0057
H -3.066027 -1.622630 0.793628 -0.032 -0.019 0.057 0.0371
H -1.318053 -5.224213 0.255104 -0.017 -0.013 -0.010 0.0585
H -2.242424 -4.080836 -0.700933 -0.017 0.023 0.004 0.0405
H -2.937015 -4.938728 2.174317 -0.008 0.004 -0.012 0.0558
H -3.814474 -5.445472 0.730024 0.005 -0.001 0.004 0.0533
H -3.845237 -3.757639 1.245239 -0.008 -0.013 -0.008 0.0492
H -0.574512 -4.584646 3.047056 -0.046 0.018 -0.077 0.0577
H 3.474067 -0.468494 2.157550 -0.030 0.022 0.013 0.0315
H 3.058871 -2.043908 1.562700 0.009 0.017 0.004 0.0230
H 4.211115 -1.602868 4.376306 -0.008 -0.010 0.002 0.0431
H 5.188306 -2.017350 2.969169 -0.012 0.016 -0.017 0.0505
H 3.975931 -3.145484 3.546883 0.007 -0.005 0.027 0.0399
H 0.546829 0.635867 4.860513 -0.011 -0.013 -0.031 0.0285
H 2.223241 0.798419 4.435011 0.000 -0.015 -0.023 0.0383
H 1.098347 -1.269412 6.418134 0.002 0.001 0.012 0.0486
H 1.959371 0.198137 6.864397 0.008 0.020 -0.025 0.0516
H 2.798251 -1.105792 6.023728 -0.012 -0.008 0.000 0.0366
H 2.793942 -3.522559 5.114557 -0.013 0.002 -0.036 0.0780
H 2.934096 -4.655527 7.283663 0.002 -0.003 -0.001 0.0916
H 0.868098 -5.288276 8.504212 -0.002 0.001 -0.001 0.0830
H -1.339542 -4.785326 7.488771 -0.001 0.000 0.002 0.0890
H -1.461622 -3.686085 5.275871 -0.007 -0.013 0.016 0.1041
C -6.900787 0.032676 2.488302 0.055 -0.052 -0.002 -0.0580
C -5.718117 0.923848 2.763654 -0.004 0.027 -0.063 -0.2938
C -4.868927 1.321202 1.735308 -0.006 -0.024 0.115 -0.0410
C -3.744935 2.095264 1.987662 -0.063 0.005 0.013 -0.0510
C -3.477804 2.505760 3.286122 0.098 0.003 -0.223 -0.2565
C -4.309576 2.118247 4.322933 -0.007 -0.039 0.109 -0.0548
C -5.418414 1.326990 4.060744 0.000 0.036 0.031 -0.0553
S -2.161194 3.655179 3.638637 -0.216 0.163 -0.009 0.5598
O -2.719336 4.973504 3.337105 0.007 -0.029 0.061 -0.3520
O -1.819707 3.460687 5.036691 0.063 0.002 0.010 -0.3426
N -1.082646 3.223939 2.585736 -0.074 -0.145 -0.087 -0.0986
C 0.080280 3.906930 2.459287 0.123 0.029 -0.060 -0.4089
C 0.579119 4.854016 3.392461 0.058 0.037 -0.032 -0.0249
C 1.771545 5.488527 3.139421 -0.105 -0.015 0.095 -0.1002
C 2.488746 5.201004 1.979253 0.053 -0.025 -0.114 -0.1077
C 1.944579 4.259926 1.125696 -0.003 0.041 0.178 -0.1787
N 0.791724 3.630561 1.342542 -0.038 -0.019 -0.116 0.0354
H -7.072866 -0.068690 1.415824 -0.003 0.008 0.008 0.0667
H -7.814513 0.417202 2.946077 0.010 0.014 0.013 0.0703
H -6.724315 -0.967998 2.891927 -0.029 0.002 -0.015 0.0785
H -5.069284 0.997370 0.721933 -0.023 0.005 -0.005 0.0860
H -3.074403 2.353842 1.178458 0.075 -0.005 0.039 0.0715
H -4.066586 2.427476 5.331845 -0.008 -0.003 -0.023 0.1087
H -6.054517 1.008708 4.880660 0.002 0.006 -0.005 0.1070
H 0.018829 5.053362 4.295013 0.019 0.005 -0.003 0.0911
H 2.152525 6.209289 3.855020 0.005 0.004 -0.001 0.0949
H 3.433701 5.676803 1.753393 -0.006 -0.006 -0.003 0.0827
H 2.460146 3.989456 0.208239 -0.003 -0.002 0.008 0.0912
F 4.300103 2.776861 -0.930695 0.115 -0.152 -0.125 0.1262
C 4.592243 1.677591 -1.633570 -0.023 0.058 0.031 -0.6613
F 5.054750 2.048402 -2.834405 -0.008 0.006 0.208 0.1254
F 5.558795 1.007800 -0.995075 -0.094 0.140 -0.101 0.1346
S 3.130391 0.571059 -1.814681 0.197 -0.072 -0.154 0.5526
O 2.728738 0.268401 -0.474686 0.428 -0.166 0.110 -0.3931
O 3.589611 -0.474997 -2.680209 0.009 -0.086 0.015 -0.2584
N 2.122197 1.587860 -2.491117 0.063 0.146 -0.252 -0.3270
S 1.080382 1.085324 -3.555554 0.088 0.287 -0.004 0.5482
O 0.241827 2.190777 -3.919287 -0.040 -0.023 -0.045 -0.2884
O 0.484987 -0.170336 -3.205309 -0.112 -0.212 -0.138 -0.3058
C 2.034352 0.728637 -5.126785 0.032 0.013 -0.060 -0.6490
F 3.208260 1.368121 -5.137777 -0.130 -0.065 -0.054 0.1236
F 2.249518 -0.573756 -5.290262 0.014 0.123 -0.010 0.1335
F 1.321291 1.161322 -6.182464 0.094 -0.088 0.099 0.1103
C -1.849328 -2.400037 -4.749788 0.036 0.022 0.026 -0.0624
C -2.626688 -3.038982 -3.600285 -0.038 0.014 -0.026 -0.2156
N -3.622093 -2.174170 -2.986970 -0.026 -0.124 -0.090 -0.0919
C -5.013883 -2.413515 -3.307106 0.016 0.044 -0.004 -0.2346
C -5.444823 -1.836940 -4.653553 -0.002 -0.006 -0.004 -0.0798
C -3.203840 -1.175429 -2.132027 0.026 0.212 0.106 -0.4227
C -4.250806 -0.283272 -1.514171 0.023 -0.080 0.021 -0.0282
N -1.990263 -0.936484 -1.819135 0.045 0.059 -0.116 0.1590
H -1.106227 -3.102958 -5.133661 -0.003 0.005 0.003 0.0749
H -1.320405 -1.503395 -4.421208 -0.033 -0.034 -0.045 0.0564
H -2.514224 -2.123148 -5.569604 -0.011 0.003 0.003 0.0614
H -1.930169 -3.375518 -2.827932 0.021 -0.038 0.011 0.0883
H -3.145293 -3.933790 -3.952028 -0.015 0.006 -0.008 0.1162
H -5.639613 -2.001895 -2.518685 0.009 0.015 0.027 0.0992
H -5.187905 -3.493985 -3.298513 0.007 -0.017 -0.005 0.1129
H -5.259544 -0.761692 -4.681819 -0.006 -0.006 -0.006 0.0730
H -6.509633 -2.012723 -4.826849 0.011 0.001 0.000 0.0666
H -4.887962 -2.295359 -5.472293 0.003 0.004 0.002 0.0599
H -4.846326 -0.827579 -0.775564 0.001 0.016 -0.014 0.0754
H -4.930131 0.133141 -2.262307 0.013 -0.013 -0.013 0.0790
H -3.716904 0.528999 -1.025124 -0.014 -0.022 -0.006 0.0521
H -1.329464 -1.516264 -2.328940 -0.045 -0.001 0.084 0.0031
C -3.048290 4.909272 -0.065804 0.004 -0.014 -0.042 -0.1638
P -2.283696 3.856735 -1.310792 0.128 0.390 -0.071 0.5245
C -0.724345 4.659409 -1.710081 -0.016 0.029 0.036 -0.1530
C -3.316680 4.013588 -2.788316 0.007 0.000 -0.023 -0.1715
O -2.117179 2.435381 -0.914637 -0.235 -0.251 0.076 -0.4833
H -3.043803 5.949525 -0.399847 -0.004 -0.020 0.015 0.0548
H -2.495016 4.826908 0.873107 -0.005 0.012 0.005 0.0312
H -4.076528 4.596904 0.122776 0.013 -0.030 -0.001 0.0577
H -0.878507 5.678841 -2.069007 -0.007 -0.002 0.016 0.0545
H -0.202012 4.073631 -2.467768 -0.015 -0.021 0.007 0.0345
H -0.131791 4.677235 -0.792261 0.026 -0.002 -0.035 0.0358
H -3.482647 5.055939 -3.065237 0.019 -0.002 0.012 0.0453
H -4.276168 3.534350 -2.587566 0.005 0.000 -0.017 0.0467
H -2.820342 3.489435 -3.606446 -0.013 -0.005 0.008 0.0513
C 0.528409 -2.495932 -0.262843 0.051 0.018 -0.020 -0.2273
C 1.078716 -3.770616 -0.818017 0.023 -0.018 0.002 -0.2802
C 0.911027 -4.109949 -2.160684 0.002 0.023 0.011 -0.0441
C 1.385751 -5.312734 -2.666750 -0.006 0.011 0.017 -0.1002
C 2.047807 -6.206113 -1.836633 -0.002 0.003 -0.002 -0.1226
C 2.237826 -5.875327 -0.499672 -0.024 0.040 0.003 -0.0946
C 1.760546 -4.674452 0.002809 0.018 -0.006 -0.007 -0.0445
H 0.124627 -1.886120 -1.069354 0.010 0.000 0.083 0.0222
H 1.308249 -1.913508 0.229547 -0.005 -0.058 0.043 0.0199
H 0.427433 -3.398911 -2.823618 0.000 -0.014 0.007 0.0972
H 1.246841 -5.545306 -3.716599 0.002 -0.003 0.000 0.0912
H 2.421972 -7.145056 -2.227366 -0.001 0.004 -0.002 0.0851
H 2.762526 -6.557928 0.158503 0.001 -0.004 0.001 0.0944
H 1.903542 -4.424540 1.048926 0.005 -0.002 -0.012 0.1062
```
Positions in Å, forces in eV/Å.

As for the net charge: -2. Its frontier orbital gap is 4.375 eV. As for the max |F|: 0.8 eV Å⁻¹. The value obtained for the energy above the lowest of the compared OMol25 structures with the same formula, charge and spin is 18.2 kcal/mol.